1.
CH3Cl2N3O | ωB97M-V/def2-TZVPD

```
10
Properties=species:S:1:pos:R:3:forces:R:3:mulliken_spin:R:1
Cl 0.99059 -1.96984 0.62481 1.249 -5.373 2.594 0.817
Cl -3.10064 0.29376 -0.14735 -0.400 -0.181 -0.536 0.000
O -0.53950 0.60496 1.35003 -0.672 0.584 0.562 0.008
N 0.78793 -0.43351 -0.47104 -3.803 6.109 0.078 0.773
N 1.57593 0.55774 -0.09818 0.188 0.909 0.473 0.363
N -1.55654 -0.28247 -0.57854 -0.690 0.526 0.436 0.034
C -0.61814 0.09113 0.29511 3.220 -2.124 -3.473 -0.009
H 1.15671 1.05384 0.74716 1.134 -0.192 -1.259 0.010
H -1.26058 -0.30575 -1.56484 -0.557 0.007 0.760 -0.001
H 2.56424 0.39014 -0.15717 0.330 -0.265 0.363 0.005
```
Positions in Å, forces in eV/Å.

* E_HOMO (alpha / beta): -0.228 / -0.361 hartree
* orbital gap (alpha / beta): 6.548 / 7.379 eV
* multiplicity: 3
* total energy: -32641.789 eV
* energy above the lowest of the compared OMol25 structures with the same formula, charge and spin: 1.358 eV

2.
CH3Cl2NO | ωB97M-V/def2-TZVPD

```
8
Properties=species:S:1:pos:R:3:forces:R:3:mulliken_charge:R:1
Cl 1.34515 0.83402 -1.14454 0.127 -0.422 0.347 -0.210
Cl 1.26279 -1.79323 0.02069 -0.050 -0.997 0.237 -0.123
O -1.46630 -0.01565 -0.57500 -0.834 4.954 -3.106 -0.567
N 0.82690 0.39434 1.42087 -0.105 -2.582 1.132 -0.465
C 1.05261 -0.16482 0.35833 0.427 3.149 -1.060 0.499
H -1.66641 -0.85889 -0.35155 -1.228 -4.149 0.950 0.288
H -2.07165 0.25121 -1.36105 1.633 -0.921 2.165 0.305
H 0.71691 1.35301 1.63225 0.030 0.968 -0.664 0.272
```
Positions in Å, forces in eV/Å.

* E_HOMO: -0.379 hartree
* orbital gap: 10.862 eV
* total energy: -29667.133 eV
* SMILES string: N=C(Cl)Cl.O
* energy above the lowest of the compared OMol25 structures with the same formula, charge and spin: 1.514 eV

Repeat the first record exactly.
CH3Cl2N3O | ωB97M-V/def2-TZVPD

```
10
Properties=species:S:1:pos:R:3:forces:R:3:mulliken_spin:R:1
Cl 0.99059 -1.96984 0.62481 1.249 -5.373 2.594 0.817
Cl -3.10064 0.29376 -0.14735 -0.400 -0.181 -0.536 0.000
O -0.53950 0.60496 1.35003 -0.672 0.584 0.562 0.008
N 0.78793 -0.43351 -0.47104 -3.803 6.109 0.078 0.773
N 1.57593 0.55774 -0.09818 0.188 0.909 0.473 0.363
N -1.55654 -0.28247 -0.57854 -0.690 0.526 0.436 0.034
C -0.61814 0.09113 0.29511 3.220 -2.124 -3.473 -0.009
H 1.15671 1.05384 0.74716 1.134 -0.192 -1.259 0.010
H -1.26058 -0.30575 -1.56484 -0.557 0.007 0.760 -0.001
H 2.56424 0.39014 -0.15717 0.330 -0.265 0.363 0.005
```
Positions in Å, forces in eV/Å.

* E_HOMO (alpha / beta): -0.228 / -0.361 hartree
* orbital gap (alpha / beta): 6.548 / 7.379 eV
* multiplicity: 3
* total energy: -32641.789 eV
* energy above the lowest of the compared OMol25 structures with the same formula, charge and spin: 1.358 eV